*A*
Entry from the Open Molecules 2025 dataset: the ion C10H19N2O2 with charge +1 (the ωB97M-V functional and the def2-TZVPD basis).

Atoms and positions in Å:
O 2.454 1.158 2.655
O 1.502 -0.989 -1.166
N 1.979 0.307 0.718
N -0.629 -0.208 1.550
C 1.632 0.538 2.009
C -1.435 -0.902 -2.017
C -2.414 -1.702 0.055
C -1.704 -0.584 -0.612
C 3.383 0.709 0.307
C 1.038 0.074 -0.366
C -0.462 -0.150 0.242
C 1.042 1.328 -1.125
C 0.381 0.002 2.555
C -2.569 0.742 -0.506
H -2.151 1.311 -1.360
H -3.173 -2.176 -0.541
H 0.103 1.368 -1.690
H -2.424 1.229 0.432
H 0.471 -1.017 2.960
H 4.211 0.360 1.021
H -0.517 -0.535 -2.563
H 3.459 1.854 0.429
H -1.718 -2.564 0.369
H -3.013 -1.301 0.915
H -1.368 -2.012 -2.249
H 2.449 -0.989 -1.171
H 1.937 1.409 -1.795
H 0.139 0.674 3.286
H 3.678 0.391 -0.706
H 1.132 2.068 -0.421
H -1.507 -0.352 2.028
H -3.620 0.475 -0.652
H -2.286 -0.518 -2.591

gap between HOMO and LUMO = 8.78 eV
HOMO = -13.40 eV
total charge = +1
structure (SMILES) = CN1C(=O)C[NH+]=C(C(C)(C)C)[C@]1(C)O



*B*
Entry from the Open Molecules 2025 dataset: the ion C10H19N2O2 with charge +1 (the ωB97M-V functional and the def2-TZVPD basis).

Atoms and positions in Å:
O -0.611 2.868 0.119
O -3.720 -0.793 0.164
N -1.596 -0.288 -0.425
N -0.906 0.745 1.567
C 0.912 -0.360 0.358
C -0.313 1.882 -0.483
C -2.420 0.680 1.552
C 0.528 -1.632 1.038
C -2.686 -0.203 0.347
C 0.118 1.938 -1.885
C 1.811 -0.662 -0.852
C -1.793 -0.955 -1.735
C -0.455 0.453 0.228
C 1.833 0.337 1.350
H -2.723 1.718 1.388
H 2.367 -1.463 -0.636
H -0.341 2.695 -2.405
H 1.204 2.173 -1.864
H -1.175 -1.884 -1.813
H 2.527 0.191 -1.092
H 0.544 -1.607 2.158
H -2.911 -1.175 -1.819
H -0.517 -0.074 2.203
H -0.736 1.680 1.884
H 1.212 -2.372 0.879
H 1.444 0.399 2.473
H -0.361 -2.148 0.565
H -1.700 -0.348 -2.623
H 1.426 -0.894 -1.776
H -2.878 0.278 2.383
H 2.888 -0.086 1.358
H -0.042 0.910 -2.294
H 1.757 1.401 0.971

gap between HOMO and LUMO = 10.62 eV
HOMO = -13.56 eV
total charge = +1
structure (SMILES) = CC(=O)[C@@]1(C(C)(C)C)[NH2+]CC(=O)N1C



The least stable of them is *A*.



*A*
Entry from the Open Molecules 2025 dataset: a structure of composition C40H55AuNO7PSi (the ωB97M-V functional and the def2-TZVPD basis).

Atoms and positions in Å:
Au 0.018 1.056 -0.422
P 3.744 -0.644 -0.013
Si -1.324 -2.244 -1.503
O -0.713 -3.347 -0.189
O -1.088 -3.172 -2.809
O 1.897 -1.122 3.145
O -0.649 -0.867 -1.370
O -2.877 -2.310 -0.994
O 1.189 0.614 1.918
O -1.328 1.866 -3.664
N -1.645 2.158 0.495
C -2.711 2.981 -5.239
C 1.926 -4.343 2.343
C -0.099 -5.614 1.600
C -3.323 3.595 1.073
C 2.328 1.081 -3.406
C 0.720 -3.600 0.263
C 3.313 -3.248 -0.869
C 2.720 -2.172 -0.176
C -2.330 1.644 1.550
C 1.830 2.319 -3.011
C -3.371 1.029 -1.997
C -5.646 1.319 -1.276
C -5.059 -2.900 -0.300
C 0.940 -2.327 -3.845
C -3.603 1.885 -3.071
C -0.332 -3.323 2.583
C -3.954 -3.217 -1.297
C -0.510 -4.077 -4.909
C 2.061 -0.206 2.321
C -2.222 3.320 0.175
C -4.866 2.447 -3.249
C -3.384 2.545 1.934
C -1.317 -1.701 -4.709
C 2.828 0.200 -2.467
C -2.449 2.207 -3.968
C -1.992 0.328 2.118
C 0.542 -4.226 1.699
C -0.484 -2.808 -4.074
C 2.323 1.759 -0.703
C -3.488 -4.659 -1.134
C 2.822 0.510 -1.101
C -1.775 4.151 -0.963
C 1.838 2.659 -1.670
C 3.466 -0.065 1.715
C 1.445 -2.299 0.298
C 1.298 -4.565 -0.710
C -5.885 2.166 -2.351
C -4.391 0.750 -1.103
C -4.431 -2.960 -2.721
C 2.554 -4.403 -1.183
H 2.309 -3.360 2.619
H 2.630 -4.841 1.674
H -2.625 0.084 2.969
H -2.664 -4.877 -1.816
H -3.158 -4.844 -0.109
H -4.197 0.088 -0.268
H 0.939 -1.428 -3.230
H 0.700 -5.424 -0.978
H -1.316 -0.820 -4.062
H -3.003 4.005 -4.998
H 3.784 0.981 1.726
H -2.110 -0.437 1.340
H -0.928 0.309 2.399
H 0.581 -6.340 1.153
H 3.234 -0.753 -2.790
H 2.983 -5.158 -1.830
H 0.932 -1.468 0.764
H -5.911 -3.565 -0.450
H -0.075 -3.895 -5.893
H -0.889 -1.413 -5.671
H -4.695 -3.024 0.722
H -1.401 -3.350 2.317
H -0.942 3.675 -1.477
H -2.600 4.275 -1.671
H -5.058 3.112 -4.081
H -5.395 -1.872 -0.428
H -0.290 -3.704 3.604
H 4.178 -0.631 2.316
H -5.324 -3.551 -2.931
H -6.863 2.610 -2.486
H -3.656 -3.234 -3.436
H -3.953 4.469 1.037
H -4.072 2.384 2.747
H -1.536 -4.426 -5.039
H -4.307 -5.346 -1.352
H 1.528 -3.097 -3.342
H 0.065 -4.861 -4.413
H 2.323 0.807 -4.454
H -4.673 -1.903 -2.846
H -1.490 5.151 -0.625
H 0.035 -2.296 2.623
H 4.332 -3.156 -1.222
H -1.250 -3.201 0.608
H -0.342 -5.962 2.605
H -3.523 2.534 -5.814
H 2.373 2.059 0.335
H -6.441 1.106 -0.572
H 1.491 3.632 -1.346
H 1.435 3.006 -3.747
H 1.841 -4.943 3.251
H -2.344 -2.031 -4.872
H -1.800 3.002 -5.831
H -1.024 -5.605 1.018
H 1.411 -2.099 -4.804
H -2.384 0.602 -1.866

gap between HOMO and LUMO (alpha / beta) = 7.81 / 5.98 eV
spin multiplicity = 3
HOMO (alpha / beta) = -7.50 / -7.55 eV



*B*
Entry from the Open Molecules 2025 dataset: a structure of composition C40H55AuNO7PSi (the ωB97M-V functional and the def2-TZVPD basis).

Atoms and positions in Å:
Au 0.356 -1.880 -1.476
P -3.464 -1.344 -3.198
Si -0.312 1.125 0.681
O 3.389 0.372 -2.686
O 0.008 0.219 -0.524
O -0.371 2.739 0.486
O 0.392 0.737 2.113
O -1.984 0.798 1.314
O -3.842 -3.308 -0.144
O -1.786 -3.482 -1.017
N 1.595 -3.038 -0.078
C -3.797 1.888 0.158
C -3.301 0.554 0.587
C -3.508 -1.287 2.360
C -3.613 -0.174 -1.776
C 1.465 2.994 -1.103
C -4.585 0.938 2.758
C 3.648 -3.276 -1.434
C -3.037 -0.367 -0.554
C 0.020 0.393 -4.402
C 3.228 -4.247 0.961
C 1.150 -3.428 1.144
C 5.803 0.016 -0.030
C 2.836 -3.510 -0.220
C -0.927 3.313 -1.786
C -3.618 -3.040 -2.485
C 0.151 4.933 -0.204
C -3.036 -3.322 -1.091
C -5.485 -0.616 1.015
C 3.479 -0.665 1.326
C 0.088 3.487 -0.669
C -0.182 -3.047 1.638
C -4.330 2.063 -1.071
C 5.675 0.990 -2.838
C -1.681 -1.119 -3.566
C 0.959 -0.620 -4.405
C 3.404 -0.213 0.020
C 5.875 -0.434 1.280
C 4.712 -0.782 1.955
C 4.450 0.492 -2.112
C -4.214 -0.099 1.692
C -0.597 2.270 3.737
C 0.586 -1.902 -3.999
C -0.729 -2.154 -3.563
C 0.661 1.537 3.284
C 1.779 2.521 2.964
C 4.569 0.116 -0.670
C 1.103 0.555 4.360
C -1.287 0.141 -4.000
C -4.323 1.019 -2.028
C 2.168 -4.194 1.811
H -1.908 3.659 -1.459
H 3.821 -4.216 -1.964
H 6.715 0.271 -0.555
H -5.953 0.162 0.410
H 5.389 1.301 -3.839
H 0.483 5.579 -1.017
H 2.085 3.056 3.865
H -5.098 0.432 3.577
H 6.836 -0.520 1.770
H -4.690 -3.239 -2.464
H -0.945 -3.353 0.905
H 6.137 1.823 -2.306
H 0.849 5.035 0.628
H 1.278 1.078 5.301
H 2.026 0.053 4.068
H -3.712 1.447 3.174
H -0.375 2.869 4.622
H -5.263 1.695 2.361
H -0.388 -3.481 2.615
H 1.416 1.956 -1.437
H -0.628 3.887 -2.666
H -3.176 -3.706 -3.231
H 1.976 -0.422 -4.711
H -3.181 -2.035 1.636
H 2.642 1.986 2.565
H -2.018 0.942 -4.028
H 2.178 3.075 -0.279
H -0.997 2.259 -2.055
H -3.766 2.690 0.882
H 6.418 0.193 -2.908
H 4.181 -4.729 1.106
H -6.196 -0.915 1.787
H -0.967 2.933 2.955
H 2.444 -0.131 -0.480
H -5.269 -1.487 0.394
H -4.758 3.023 -1.337
H 1.443 3.250 2.227
H 2.567 -0.928 1.843
H -4.800 1.161 -2.989
H 2.072 -4.630 2.792
H 1.832 3.601 -1.932
H 1.277 -2.730 -4.100
H -0.227 -1.954 1.709
H -2.410 -1.225 -0.354
H 3.145 -2.571 -2.096
H -2.677 -0.995 3.020
H -1.024 -3.163 -3.309
H -4.226 -1.781 3.017
H 0.302 1.388 -4.723
H -1.382 1.559 4.004
H 0.331 -0.201 4.522
H -0.834 5.267 0.127
H -1.910 0.143 2.029
H 4.626 -2.873 -1.158
H 4.769 -1.146 2.974

gap between HOMO and LUMO (alpha / beta) = 7.75 / 5.99 eV
spin multiplicity = 3
HOMO (alpha / beta) = -7.48 / -7.58 eV



The least stable of them is *A*.



*A*
Entry from the Open Molecules 2025 dataset: a cluster of 4 separate species, CH12NO3 in total (the ωB97M-V functional and the def2-TZVPD basis).

Atoms and positions in Å:
O -4.257 1.926 1.255
O 3.271 -1.755 -2.252
O 0.205 -0.682 -2.033
N -0.067 0.279 0.481
C 0.822 0.458 1.671
H 2.606 -2.437 -2.399
H 0.937 1.477 2.013
H -4.424 1.357 2.015
H 1.810 0.091 1.385
H -0.135 1.087 -0.146
H -0.980 0.021 0.854
H 0.533 -0.154 -2.768
H 0.508 -0.301 2.384
H -4.808 2.698 1.462
H 0.011 -1.582 -2.304
H 3.694 -2.064 -1.442
H 0.274 -0.417 -0.176

gap between HOMO and LUMO = 10.97 eV
HOMO = -14.43 eV
total charge = +1



*B*
Entry from the Open Molecules 2025 dataset: a cluster of 4 separate species, CH12NO3 in total (the ωB97M-V functional and the def2-TZVPD basis).

Atoms and positions in Å:
O 1.152 1.772 -2.234
O 1.705 0.040 1.418
O -0.707 -2.538 0.411
N -0.289 0.223 -0.603
C -1.302 0.526 0.412
H 0.524 0.013 0.012
H -1.120 -3.246 -0.088
H 2.096 1.780 -2.094
H 2.015 -0.879 1.403
H 1.420 0.281 2.284
H -0.163 1.000 -1.299
H -1.759 -0.374 0.829
H -0.856 -2.742 1.335
H -2.200 1.080 0.113
H -0.367 -0.601 -1.194
H 0.787 2.634 -2.014
H -0.935 1.031 1.311

gap between HOMO and LUMO = 12.66 eV
HOMO = -15.72 eV
total charge = +1



The least stable of them is *A*.